The following is a DFT calculation (ωB97M-V with the def2-TZVPD basis set) of a cluster of 4 separate species, C3H14O4 in total.

Bonds (Å) are listed after each position.
Atoms and positions in Å:
1 O 1.546 1.686 -1.026  H7 0.960, H16 0.959
2 H -2.260 0.737 -1.209  C19 1.093
3 H -0.600 -0.221 1.076  C5 1.104
4 H 1.574 -1.922 -0.474  O17 0.959
5 C -1.618 0.011 0.719  H3 1.104, C18 1.525, C19 1.530, O21 1.431
6 H -1.723 1.087 2.348  O21 0.960
7 H 2.387 1.986 -1.379  O1 0.960
8 O 3.978 0.098 0.325  H9 0.969, H11 0.959
9 H 3.508 -0.572 -0.194  O8 0.969
10 H -1.169 1.814 -0.296  C19 1.089
11 H 3.641 0.044 1.221  O8 0.959
12 H 1.692 -1.060 -1.780  O17 0.957
13 H -0.500 0.394 -1.100  C19 1.084
14 H -2.094 -2.104 1.212  C18 1.087
15 H -3.452 -1.054 0.711  C18 1.094
16 H 1.451 2.071 -0.153  O1 0.959
17 O 2.165 -1.624 -1.169  H4 0.959, H12 0.957
18 C -2.396 -1.291 0.557  C5 1.525, H14 1.087, H15 1.094, H20 1.097
19 C -1.369 0.781 -0.579  H2 1.093, C5 1.530, H10 1.089, H13 1.084
20 H -2.426 -1.676 -0.470  C18 1.097
21 O -2.337 0.814 1.662  C5 1.431, H6 0.960

Summary:
2S+1: 1
Highest occupied orbital energy (eV): -10.4
SMILES: CC(C)O.O.O.O
Energy relative to the best compared isomer or geometry (same formula, charge and spin) (kcal/mol): 19.5
E_LUMO (eV): 0.3
Maximum force (eV/Å): 1.17

Here are the Mulliken charges for atoms 1 to 5, given in e: -0.547, 0.368, 0.195, 0.319, 0.612